## a
The following is a DFT calculation (wB97M-V/def2-TZVPD) of C19H15N4O6S3SbSe4Tc as an isolated structure.

Geometry as XYZ:
```
53
Properties=species:S:1:pos:R:3
Sb -1.55948 0.07357 -5.24433
Tc 0.47742 -0.20746 0.04118
Se 0.34042 1.47698 -3.78792
Se -0.64233 -2.05580 -5.43846
Se -0.96366 1.31246 -1.95510
Se -2.73518 0.11140 -2.67509
S 2.10774 -0.94071 1.95541
S 0.91806 -1.35549 -1.90712
S 2.93814 1.62953 -0.47967
O 1.01540 -1.79068 1.32958
O 3.22725 2.33752 0.72448
O 1.49075 0.41629 1.72938
O 1.40396 1.49179 -0.65712
O 3.46681 2.10278 -1.71989
O 2.51169 -1.30088 3.25717
N 0.13112 -3.89265 -2.15042
N -1.10779 -2.63804 -0.69564
N -1.16898 -1.40923 -0.11338
N -1.00205 0.90019 0.93086
C -2.23346 -1.08259 0.55920
C -3.77718 -2.19445 2.12557
C -5.50399 -3.67590 1.36071
C -5.10493 -3.46743 0.04706
C -3.24372 0.91477 1.72641
C -3.06594 2.21454 2.17041
C -1.84222 2.84217 1.98880
C -4.03632 -2.63282 -0.23275
C -0.82372 2.15845 1.35484
C -2.18306 0.26913 1.11165
C -4.83543 -3.04629 2.39998
C 5.14164 -2.42006 -0.11169
C 3.60880 -0.05947 -0.27175
C 4.55566 -0.37789 -1.23920
C 3.43425 -0.98305 0.78436
C -3.37452 -1.98323 0.80728
C 5.30515 -1.54330 -1.17015
C 4.19703 -2.13816 0.86170
C -0.11805 -2.73444 -1.53137
H -1.66970 3.85247 2.33004
H 0.15359 2.58776 1.17829
H 4.71717 0.32362 -2.04455
H -4.18842 0.40327 1.83736
H 0.72475 -3.90297 -2.96179
H -3.70833 -2.48732 -1.25202
H 6.03321 -1.75009 -1.94313
H -5.62450 -3.96342 -0.76209
H 4.04077 -2.82101 1.68758
H -0.54170 -4.63625 -2.05000
H 5.73791 -3.31918 -0.03957
H -3.88121 2.73665 2.65275
H -3.24703 -1.71283 2.93895
H -6.33521 -4.33475 1.57421
H -5.13405 -3.22013 3.42495
```

Summary:
Kohn-Sham gap in eV: 4.80
Charge: +1
Spin multiplicity: 1

Per-atom Mulliken charges, elementary charge units: atom 1 (Sb): 0.411, atom 2 (Tc): 0.288, atom 3 (Se): -0.154, atom 4 (Se): -0.417, atom 5 (Se): 0.538, atom 6 (Se): -0.212, atom 7 (S): 1.450, atom 8 (S): -0.244, atom 9 (S): 1.446, atom 10 (O): -0.622, atom 11 (O): -0.670, atom 12 (O): -0.593, atom 13 (O): -0.418, atom 14 (O): -0.721, atom 15 (O): -0.613, atom 16 (N): -0.360, atom 17 (N): -1.638, atom 18 (N): 2.204, atom 19 (N): 0.535, atom 20 (C): 0.413, atom 21 (C): -0.268, atom 22 (C): -0.445, atom 23 (C): -0.919, atom 24 (C): -0.832, atom 25 (C): -0.676, atom 26 (C): -0.987, atom 27 (C): -0.025, atom 28 (C): -0.351, atom 29 (C): 0.770, atom 30 (C): -0.895, atom 31 (C): -0.616, atom 32 (C): -0.026, atom 33 (C): -0.324, atom 34 (C): 0.874, atom 35 (C): -0.409, atom 36 (C): -0.730, atom 37 (C): -0.998, atom 38 (C): 0.470, atom 39 (H): 0.479, atom 40 (H): 0.572, atom 41 (H): 0.588, atom 42 (H): 0.625, atom 43 (H): 0.248, atom 44 (H): 0.416, atom 45 (H): 0.425, atom 46 (H): 0.418, atom 47 (H): 0.471, atom 48 (H): 0.241, atom 49 (H): 0.434, atom 50 (H): 0.485, atom 51 (H): 0.533, atom 52 (H): 0.423, atom 53 (H): 0.409

---

## b
The following is a DFT calculation (wB97M-V/def2-TZVPD) of C19H15N4O6S3SbSe4Tc as an isolated structure.

Geometry as XYZ:
```
53
Properties=species:S:1:pos:R:3
Sb -2.41999 1.75525 -4.49676
Tc -0.74865 -0.68378 0.30104
Se -3.41053 -0.31292 -2.93116
Se -1.29664 -1.00683 -2.53165
Se -2.53454 3.61080 -3.09743
Se -0.04495 0.43799 -3.75153
S -0.59354 -1.00179 2.89781
S -3.34274 -2.31640 0.88038
S -2.04340 1.16870 -0.22437
O -2.26193 -2.01240 -0.19146
O -2.98122 -3.48062 1.62066
O -4.61682 -2.25336 0.24059
O 0.04352 0.11778 2.09157
O -0.01059 -1.29233 4.14769
O -0.58693 -2.06707 1.82202
N 0.66038 0.61989 -0.42910
N 0.66611 -1.92561 -0.51549
N -1.03883 3.62400 -0.11316
N 0.52236 1.97550 -0.35452
C -4.76226 0.69768 3.12433
C -4.51832 -0.26692 2.15597
C -2.55612 0.38574 3.98589
C -3.29662 -0.92453 2.06569
C -3.79043 1.01350 4.05536
C -2.30472 -0.56215 3.00580
C 5.29750 2.38897 -1.65179
C 2.99929 0.92957 -1.11718
C 1.52402 -4.05166 -1.09361
C 0.51336 -3.25314 -0.59568
C 2.96779 1.95631 -2.05733
C 1.81180 -1.33278 -0.91653
C 1.80232 0.12863 -0.80712
C 5.32833 1.37873 -0.70136
C 4.11958 2.67406 -2.32981
C 4.18411 0.64209 -0.43994
C -0.72372 2.32839 -0.22954
C 2.84880 -2.08382 -1.44713
C 2.70039 -3.45881 -1.52921
H 3.74427 -1.59021 -1.79398
H 6.19195 2.95985 -1.86227
H 1.38095 -5.12151 -1.13564
H 4.09783 3.46437 -3.06803
H 2.04423 2.18957 -2.56851
H 3.49937 -4.06374 -1.93573
H -1.98991 3.91597 -0.26178
H -3.98128 1.74461 4.82863
H 4.20622 -0.13870 0.31103
H 6.24102 1.16553 -0.16189
H -5.29825 -0.54921 1.46361
H -1.77488 0.63889 4.69163
H -0.30882 4.30177 -0.26534
H -5.72815 1.18306 3.15969
H -0.43073 -3.64690 -0.24337
```

Summary:
Kohn-Sham gap in eV: 4.75
Charge: +1
Spin multiplicity: 1

Per-atom Mulliken charges, elementary charge units: atom 1 (Sb): 0.421, atom 2 (Tc): 0.308, atom 3 (Se): -0.172, atom 4 (Se): 0.549, atom 5 (Se): -0.406, atom 6 (Se): -0.225, atom 7 (S): 1.445, atom 8 (S): 1.428, atom 9 (S): -0.189, atom 10 (O): -0.447, atom 11 (O): -0.670, atom 12 (O): -0.713, atom 13 (O): -0.614, atom 14 (O): -0.612, atom 15 (O): -0.587, atom 16 (N): 2.194, atom 17 (N): 0.584, atom 18 (N): -0.329, atom 19 (N): -1.667, atom 20 (C): -0.741, atom 21 (C): -0.278, atom 22 (C): -1.027, atom 23 (C): -0.043, atom 24 (C): -0.606, atom 25 (C): 0.883, atom 26 (C): -0.456, atom 27 (C): -0.353, atom 28 (C): -0.981, atom 29 (C): -0.365, atom 30 (C): -0.037, atom 31 (C): 0.837, atom 32 (C): 0.376, atom 33 (C): -0.872, atom 34 (C): -0.942, atom 35 (C): -0.252, atom 36 (C): 0.388, atom 37 (C): -0.855, atom 38 (C): -0.676, atom 39 (H): 0.609, atom 40 (H): 0.422, atom 41 (H): 0.477, atom 42 (H): 0.420, atom 43 (H): 0.414, atom 44 (H): 0.482, atom 45 (H): 0.228, atom 46 (H): 0.432, atom 47 (H): 0.529, atom 48 (H): 0.408, atom 49 (H): 0.585, atom 50 (H): 0.475, atom 51 (H): 0.215, atom 52 (H): 0.430, atom 53 (H): 0.576

---

So which one is most stable? That would be a, about 0.0029 hartree below the next structure.

---

## a
The following is a DFT calculation (wB97M-V/def2-TZVPD) of C3H2FN as an isolated structure.

Geometry as XYZ:
```
7
Properties=species:S:1:pos:R:3
F 0.56877 1.37915 -1.78389
N 1.23576 0.36716 0.38790
C 0.47914 0.56850 -0.60534
C -0.00941 -0.50557 0.92332
C -0.69266 -0.28630 -0.20199
H 0.06366 -0.84099 1.91532
H -1.64526 -0.68195 -0.63532
```

Summary:
Kohn-Sham gap in eV: 9.23
Spin multiplicity: 1

Per-atom Mulliken charges, elementary charge units: atom 1 (F): -0.247, atom 2 (N): -0.469, atom 3 (C): 0.513, atom 4 (C): -0.090, atom 5 (C): -0.416, atom 6 (H): 0.404, atom 7 (H): 0.305

---

## b
The following is a DFT calculation (wB97M-V/def2-TZVPD) of one molecule with the formula C3H2FN.

Geometry as XYZ:
```
7
Properties=species:S:1:pos:R:3
F 0.28751 1.69412 -0.02215
N -2.48100 0.24193 0.02439
C -1.30298 0.21434 -0.04454
C 0.02359 0.40092 -0.02841
C 0.90906 -0.54179 -0.01041
H 1.90471 -0.35994 0.25653
H 0.65912 -1.64958 -0.17541
```

Summary:
Kohn-Sham gap in eV: 10.74
SMILES: C=C(F)C#N
Spin multiplicity: 1

Per-atom Mulliken charges, elementary charge units: atom 1 (F): -0.214, atom 2 (N): -0.389, atom 3 (C): 0.308, atom 4 (C): 0.453, atom 5 (C): -0.705, atom 6 (H): 0.315, atom 7 (H): 0.231

---

So which one is most stable? That would be b, about 0.0801 hartree below the next structure.

---

## a
The following is a DFT calculation (wB97M-V/def2-TZVPD) of an isolated ion of composition C3H4N and charge +1.

Geometry as XYZ:
```
8
Properties=species:S:1:pos:R:3
N -0.22506 -0.12146 -0.24421
C 1.07227 2.89332 -1.29556
C 0.50824 2.07719 -0.50533
C 0.53163 0.99055 0.29306
H 1.07354 0.79898 1.31080
H -1.12210 -0.11059 0.11154
H -0.52440 0.03026 -1.25367
H 0.29315 -1.00294 -0.07745
```

Summary:
Kohn-Sham gap (spin up / spin down) in eV: 8.61 / 8.61
Charge: +1
Spin multiplicity: 1

Per-atom Mulliken charges, elementary charge units: atom 1 (N): -0.295, atom 2 (C): -0.186, atom 3 (C): -0.116, atom 4 (C): 0.126, atom 5 (H): 0.355, atom 6 (H): 0.331, atom 7 (H): 0.407, atom 8 (H): 0.378

---

## b
The following is a DFT calculation (wB97M-V/def2-TZVPD) of C3H4N as an isolated structure.

Geometry as XYZ:
```
8
Properties=species:S:1:pos:R:3
N -0.15856 -0.08682 0.17754
C 1.11061 -0.65722 -0.18436
C 3.31558 0.61337 0.05950
C 2.17453 0.06490 0.19991
H 0.12019 0.91680 0.34354
H -0.87554 -0.08914 -0.57313
H 1.18531 -1.81938 -0.89037
H -0.71069 -0.34767 1.05746
```

Summary:
Kohn-Sham gap (spin up / spin down) in eV: 8.51 / 8.51
Charge: +1
Spin multiplicity: 1

Per-atom Mulliken charges, elementary charge units: atom 1 (N): -0.377, atom 2 (C): 0.191, atom 3 (C): -0.279, atom 4 (C): -0.103, atom 5 (H): 0.433, atom 6 (H): 0.386, atom 7 (H): 0.358, atom 8 (H): 0.391

---

So which one is most stable? That would be a, about 0.0236 hartree below the next structure.

---

## a
The following is a DFT calculation (wB97M-V/def2-TZVPD) of a 2-piece molecular cluster, CH3N2S overall.

Geometry as XYZ:
```
7
Properties=species:S:1:pos:R:3
S -1.53669 0.89295 -0.77576
N -0.77617 0.81227 0.88040
N 0.95873 -0.39869 -0.36867
C -0.13821 0.20052 -0.12705
H 1.63202 -0.69197 0.33184
H -1.21684 0.30516 1.64630
H 1.07716 -1.12024 -1.58707
```

Summary:
Kohn-Sham gap in eV: 9.46
Charge: +1
Spin multiplicity: 1

Per-atom Mulliken charges, elementary charge units: atom 1 (S): 0.118, atom 2 (N): -0.317, atom 3 (N): -0.442, atom 4 (C): 0.555, atom 5 (H): 0.290, atom 6 (H): 0.323, atom 7 (H): 0.473

---

## b
The following is a DFT calculation (wB97M-V/def2-TZVPD) of an isolated ion of composition CH3N2S and charge +1.

Geometry as XYZ:
```
7
Properties=species:S:1:pos:R:3
S 0.55948 -1.78565 0.93345
N 0.34003 -0.21581 0.03115
N -0.62733 0.82384 0.00410
C 0.42322 -1.62013 -0.66074
H -0.22895 1.75656 0.00696
H 1.14713 0.34900 -0.19284
H -1.61358 0.69219 -0.12208
```

Summary:
Kohn-Sham gap in eV: 8.59
Charge: +1
Spin multiplicity: 1

Per-atom Mulliken charges, elementary charge units: atom 1 (S): 0.301, atom 2 (N): 0.228, atom 3 (N): -0.429, atom 4 (C): 0.041, atom 5 (H): 0.255, atom 6 (H): 0.358, atom 7 (H): 0.245

---

## c
The following is a DFT calculation (wB97M-V/def2-TZVPD) of an isolated ion of composition CH3N2S and charge +1.

Geometry as XYZ:
```
7
Properties=species:S:1:pos:R:3
S 1.85962 0.33497 0.34736
N 0.86238 -1.25806 -0.07758
N -1.03308 0.70973 0.10349
C 0.20776 -0.00970 0.02240
H 0.95802 -1.77718 -0.94703
H -1.88102 0.33413 0.09213
H -0.97369 1.66609 0.45923
```

Summary:
Kohn-Sham gap in eV: 9.27
Charge: +1
Spin multiplicity: 1

Per-atom Mulliken charges, elementary charge units: atom 1 (S): 0.173, atom 2 (N): -0.283, atom 3 (N): -0.263, atom 4 (C): 0.525, atom 5 (H): 0.325, atom 6 (H): 0.242, atom 7 (H): 0.281

---

So which one is most stable? That would be c, about 0.0234 hartree below the next structure.